Record 1
DFT (ωB97M-V/def2-TZVPD) results for 2 unconnected molecules or ions with the total composition C5H12NO at a distorted geometry.

Computed properties:
* HOMO level: -13.9 eV
* HOMO-LUMO gap: 9.91 eV
* E_tot: -327.3866 Ha
* M: 102.16 g mol⁻¹
* relative energy (zero: lowest compared OMol25 entry of this formula, charge and spin): 1.9867 eV

Geometry as ORCA input:
```
! RIJCOSX wB97M-V def2-TZVPD def2/J DEFGRID3
* xyz 1 1
C -3.02080 -0.32613 0.44052
C 0.66420 0.47563 -0.23994
C 0.98458 0.80769 1.19137
C 0.62352 1.68164 -1.03010
C 0.91553 -1.93381 -0.17565
N 0.63656 -0.69908 -0.81910
O -1.83996 -0.23854 0.61216
H -3.71194 0.67942 0.20912
H -3.51629 -1.26439 0.58912
H 1.37205 -0.10357 1.71445
H 0.11032 1.15169 1.77245
H 1.64752 1.77495 1.20191
H 0.02218 1.47511 -1.99322
H 1.53402 1.90173 -1.53715
H 0.29547 2.49266 -0.35571
H 0.79251 -1.93821 0.96364
H 0.19282 -2.60259 -0.38214
H 1.78094 -2.45468 -0.36058
H 0.51678 -0.87952 -1.80115
*
```

Atomic partial charges in e from the Mulliken method, atoms 1 to 4: -0.16 1.21 -1.27 -1.42

***

Record 2
DFT (ωB97M-V/def2-TZVPD) results for 2 unconnected molecules or ions with the total composition C5H12NO at a distorted geometry.

Computed properties:
* HOMO level: -13.9 eV
* HOMO-LUMO gap: 9.05 eV
* E_tot: -327.3695 Ha
* M: 102.16 g mol⁻¹
* relative energy (zero: lowest compared OMol25 entry of this formula, charge and spin): 2.4525 eV

Geometry as ORCA input:
```
! RIJCOSX wB97M-V def2-TZVPD def2/J DEFGRID3
* xyz 1 1
C -1.26720 1.04701 -0.90966
C -1.15203 1.33241 0.53452
C 2.28349 -0.81848 -0.13848
C -1.51958 -1.09115 0.34597
C 1.73081 0.50221 -0.42303
N -0.68206 0.07591 -0.00008
O 1.74290 1.45958 0.42863
H -2.23694 0.83366 -1.33512
H -0.58829 1.54219 -1.58610
H -0.40548 2.03462 0.87779
H -2.04327 1.30162 1.14758
H 1.96967 -1.56428 -0.86094
H 2.06223 -1.15590 0.87480
H 3.37569 -0.73276 -0.21712
H -1.17774 -1.93981 -0.24933
H -1.43212 -1.32350 1.40263
H -2.56316 -0.90452 0.08481
H 1.52106 0.81532 -1.43801
H 1.97766 1.20050 1.34434
*
```

Atomic partial charges in e from the Mulliken method, atoms 1 to 4: -0.44 -0.37 -1.19 -1.03

***

Record 3
DFT (ωB97M-V/def2-TZVPD) results for 2 unconnected molecules or ions with the total composition C5H12NO at a distorted geometry.

Computed properties:
* HOMO level (spin up / spin down): -13.0 / -13.0 eV
* HOMO-LUMO gap (spin up / spin down): 6.98 / 6.98 eV
* E_tot: -327.3162 Ha
* M: 102.16 g mol⁻¹
* relative energy (zero: lowest compared OMol25 entry of this formula, charge and spin): 3.9018 eV

Geometry as ORCA input:
```
! RIJCOSX wB97M-V def2-TZVPD def2/J DEFGRID3
* xyz 1 1
C -2.34246 1.76183 0.05094
C 2.10678 -0.76827 -0.00072
C 0.14870 -1.35995 -1.65483
C 0.15299 0.41865 1.67316
C 0.69898 -0.69473 -0.43885
N -0.10587 -0.01344 0.32549
O -3.18333 2.19129 -0.81270
H -1.42417 2.33551 0.04400
H 2.41636 0.22767 0.40376
H 2.71273 -0.94376 -0.84594
H 2.26441 -1.55156 0.84049
H 0.98218 -1.63186 -2.41088
H -0.50210 -0.82292 -2.24436
H -0.29433 -2.26231 -1.34826
H 0.81342 -0.21367 2.22694
H 0.57617 1.35102 1.44009
H -0.81570 0.54752 2.06739
H -4.03209 1.75932 -0.94847
H -2.25386 1.02458 0.92567
*
```

Atomic partial charges in e from the Mulliken method, atoms 1 to 4: 0.17 -1.29 -1.19 -1.07

***

Record 4
DFT (ωB97M-V/def2-TZVPD) results for 2 unconnected molecules or ions with the total composition C5H12NO.

Computed properties:
* HOMO level: -13.2 eV
* HOMO-LUMO gap: 10.01 eV
* E_tot: -327.4058 Ha
* M: 102.16 g mol⁻¹
* relative energy (zero: lowest compared OMol25 entry of this formula, charge and spin): 1.4642 eV

Geometry as ORCA input:
```
! RIJCOSX wB97M-V def2-TZVPD def2/J DEFGRID3
* xyz 1 1
C -1.66237 -2.60275 -0.25550
C -1.52400 -1.10974 -0.21975
C -1.38723 -0.38706 -1.31519
O -1.24678 1.01052 -1.31471
H -2.67335 -2.89205 0.03614
H -1.44029 -2.99126 -1.24567
H -0.98594 -3.05725 0.46935
H -1.58703 -0.60652 0.74163
H -1.35631 -0.80774 -2.30975
H -2.06503 1.42407 -1.01133
C 2.28232 1.61505 0.74562
C 2.08290 1.38553 2.02407
N 1.29726 1.18008 -0.25885
H 3.15137 2.11321 0.35377
H 2.81133 1.70589 2.75360
H 1.20484 0.86955 2.39578
H 1.43559 0.19456 -0.50232
H 0.31597 1.25145 0.04557
H 1.34675 1.70446 -1.13246
*
```

Atomic partial charges in e from the Mulliken method, atoms 1 to 4: -1.15 0.19 -0.42 -0.55

***

Record 5
DFT (ωB97M-V/def2-TZVPD) results for 2 unconnected molecules or ions with the total composition C5H12NO at a distorted geometry.

Computed properties:
* HOMO level (spin up / spin down): -13.1 / -13.1 eV
* HOMO-LUMO gap (spin up / spin down): 7.80 / 7.81 eV
* E_tot: -327.3038 Ha
* M: 102.16 g mol⁻¹
* relative energy (zero: lowest compared OMol25 entry of this formula, charge and spin): 4.2389 eV

Geometry as ORCA input:
```
! RIJCOSX wB97M-V def2-TZVPD def2/J DEFGRID3
* xyz 1 1
C -0.58746 1.59387 -0.07206
C -0.73166 2.99541 -0.49529
C -0.65081 -0.08366 -0.24781
C 0.00917 -0.79331 0.74157
C -1.30116 -0.77325 -1.35652
N 2.51515 -2.26088 0.51711
O -0.93686 3.99895 0.34181
H 2.37846 -2.62655 -0.39753
H -0.74464 1.75220 0.98476
H -0.61418 3.34502 -1.47598
H 0.05516 -0.21910 1.67826
H 1.04287 -1.17183 0.48503
H -0.45818 -1.83808 0.75928
H -2.11731 -1.21162 -0.72306
H -0.75481 -1.72278 -1.68863
H 3.30269 -1.57787 0.64635
H 2.50481 -2.98254 1.26438
H -1.78022 -0.19449 -2.24413
H -1.13100 3.77050 1.28247
*
```

Atomic partial charges in e from the Mulliken method, atoms 1 to 4: -0.60 0.04 1.03 -0.94

***

Record 6
DFT (ωB97M-V/def2-TZVPD) results for a gas-phase ion, C5H12NO (charge +1) at a distorted geometry.

Computed properties:
* HOMO level (spin up / spin down): -7.9 / -15.8 eV
* HOMO-LUMO gap (spin up / spin down): 4.95 / 6.75 eV
* E_tot: -327.1233 Ha
* M: 102.16 g mol⁻¹
* relative energy (zero: lowest compared OMol25 entry of this formula, charge and spin): 4.7060 eV
* expectation value of S²: 2.00

Geometry as ORCA input:
```
! RIJCOSX wB97M-V def2-TZVPD def2/J DEFGRID3
* xyz 1 3
C 0.17166 0.56198 1.12956
C 1.14566 -0.45457 0.46125
C -0.06092 -1.16224 -0.26224
C 2.15860 0.22147 -0.48297
C -2.02102 0.76798 -0.34523
N -1.04370 -0.04590 0.39026
O -0.51623 -2.31232 0.24137
H -0.03337 0.34294 2.23535
H 0.48136 1.50356 0.78927
H 1.63141 -1.17792 1.20841
H -0.04726 -1.09674 -1.39027
H 2.60844 1.04016 0.19190
H 1.58230 0.58940 -1.40519
H 2.84263 -0.57581 -0.93137
H -1.66350 1.77877 -0.60274
H -2.38919 0.35463 -1.34700
H -2.80240 0.89235 0.37138
H -1.51739 -0.59388 1.12574
H -0.32773 -3.03086 -0.34319
*
```

Atomic partial charges in e from the Mulliken method, atoms 1 to 4: -0.79 0.33 -0.59 -1.17

***

Record 7
DFT (ωB97M-V/def2-TZVPD) results for 2 unconnected molecules or ions with the total composition C5H12NO2 at a distorted geometry.

Computed properties:
* HOMO level: -2.5 eV
* HOMO-LUMO gap: 6.10 eV
* E_tot: -402.8257 Ha
* M: 118.16 g mol⁻¹
* relative energy (zero: lowest compared OMol25 entry of this formula, charge and spin): 5.5452 eV

Geometry as ORCA input:
```
! RIJCOSX wB97M-V def2-TZVPD def2/J DEFGRID3
* xyz -1 1
C -0.27322 0.62480 1.94601
O -0.11168 1.34858 2.99619
C 1.01540 0.83589 1.01966
C 0.88193 0.74603 -0.49103
C 1.31124 -0.66175 -0.86304
C 0.06514 -1.54545 -2.74165
N 1.04628 -0.70943 -2.32908
H -0.30777 -0.59845 2.19311
H -1.31764 0.84244 1.50482
H 1.87775 0.11100 1.32884
H 1.22778 1.89079 1.34494
H 1.47467 1.63517 -1.05432
H -0.19764 1.06902 -0.67960
H 0.61860 -1.32077 -0.33557
H 2.21781 -1.00529 -0.67720
H -0.25795 -1.34972 -3.74275
H -0.45440 -2.30103 -2.13971
H -3.20511 0.94674 1.01414
H -2.40908 -0.56344 0.97565
O -3.20212 0.00488 0.73061
*
```

Atomic partial charges in e from the Mulliken method, atoms 1 to 4: 0.61 -0.86 -0.58 -0.26

***

Record 8
DFT (ωB97M-V/def2-TZVPD) results for 2 unconnected molecules or ions with the total composition C5H12NO2 at a distorted geometry.

Computed properties:
* HOMO level: -2.8 eV
* HOMO-LUMO gap: 6.35 eV
* E_tot: -402.9088 Ha
* M: 118.16 g mol⁻¹
* relative energy (zero: lowest compared OMol25 entry of this formula, charge and spin): 3.2840 eV

Geometry as ORCA input:
```
! RIJCOSX wB97M-V def2-TZVPD def2/J DEFGRID3
* xyz -1 1
C 0.32496 0.86838 2.00891
O -0.28667 0.64703 3.17799
C -0.32191 0.06595 0.79363
C 0.61943 -0.04729 -0.42538
C 0.61071 1.12397 -1.37215
C 1.34861 1.05008 -2.48411
N -0.75723 -1.23507 1.30739
H 1.42050 0.71178 1.84997
H 0.05250 1.94294 1.74024
H -1.23076 0.57184 0.46230
H 1.59888 -0.11179 0.06955
H 0.38759 -0.93699 -1.01403
H 0.08214 2.01098 -1.04957
H 2.03945 0.21605 -2.54794
H 1.40170 1.72919 -3.32622
H -0.02695 -1.94503 1.35571
H -1.01176 -1.08397 2.28035
H -1.93201 -1.63415 -0.19317
H -1.84510 -2.00450 -1.67655
O -2.47410 -1.93940 -0.95693
*
```

Atomic partial charges in e from the Mulliken method, atoms 1 to 4: -0.38 -0.90 0.16 -0.62

***

Record 9
DFT (ωB97M-V/def2-TZVPD) results for a gas-phase ion, C5H12NO2 (charge +1) at a distorted geometry.

Computed properties:
* HOMO level: -14.9 eV
* HOMO-LUMO gap: 11.37 eV
* E_tot: -402.7056 Ha
* M: 118.16 g mol⁻¹
* relative energy (zero: lowest compared OMol25 entry of this formula, charge and spin): 0.4426 eV

Geometry as ORCA input:
```
! RIJCOSX wB97M-V def2-TZVPD def2/J DEFGRID3
* xyz 1 1
C -2.72920 -0.48338 0.77238
C -1.25901 -0.08904 1.00347
C -0.40284 0.07925 -0.28197
C 1.08267 0.12227 0.03832
N 1.80846 -1.15897 -0.21805
C 1.75398 1.11752 -0.97212
O 2.73211 0.80674 -1.59874
O 1.15474 2.29059 -1.00769
H -3.01336 -0.63816 -0.26809
H -3.46188 0.22504 1.17454
H -3.01862 -1.41033 1.28139
H -0.77474 -0.76537 1.73646
H -1.40947 0.82062 1.58814
H -0.65544 -0.80480 -0.90760
H -0.78605 0.93654 -0.82141
H 1.42098 0.52803 0.99573
H 2.35266 -1.43434 0.59614
H 2.43045 -1.08443 -1.05885
H 1.15169 -1.92381 -0.40521
H 1.62287 2.86604 -1.64686
*
```

Atomic partial charges in e from the Mulliken method, atoms 1 to 4: -1.21 -0.35 -0.87 -0.05

***

Record 10
DFT (ωB97M-V/def2-TZVPD) results for 2 unconnected molecules or ions with the total composition C5H12NO2 at a distorted geometry.

Computed properties:
* HOMO level: -13.7 eV
* HOMO-LUMO gap: 6.00 eV
* E_tot: -402.5432 Ha
* M: 118.16 g mol⁻¹
* relative energy (zero: lowest compared OMol25 entry of this formula, charge and spin): 4.8619 eV

Geometry as ORCA input:
```
! RIJCOSX wB97M-V def2-TZVPD def2/J DEFGRID3
* xyz 1 1
C 2.23615 0.50366 0.05156
O 2.48633 -0.83790 0.34625
C 0.91521 1.07107 0.54706
C -0.08647 1.54610 -0.35847
C -1.53040 0.91173 -0.51548
C -2.00642 0.05692 0.63053
O -2.63492 -0.93430 0.42904
N -0.03626 -1.71972 -0.86542
H 3.01728 1.13997 0.49113
H 2.22985 0.61677 -1.03251
H 3.22238 -0.92802 0.96354
H 1.00653 1.60400 1.49431
H 0.33144 1.48205 -1.35740
H -0.25551 2.59462 -0.09405
H -2.23816 1.73598 -0.65096
H -1.61969 0.37293 -1.45453
H -1.82632 0.35996 1.68447
H -0.77337 -2.37167 -0.60685
H 0.75155 -2.24792 -1.22433
H 0.31159 -1.27052 -0.02246
*
```

Atomic partial charges in e from the Mulliken method, atoms 1 to 4: -0.54 -0.50 -0.01 -0.35

***

Record 11
DFT (ωB97M-V/def2-TZVPD) results for a gas-phase ion, C5H12NO2 (charge +1) at a distorted geometry.

Computed properties:
* HOMO level: -15.2 eV
* HOMO-LUMO gap: 11.72 eV
* E_tot: -402.7174 Ha
* M: 118.16 g mol⁻¹
* relative energy (zero: lowest compared OMol25 entry of this formula, charge and spin): 0.1206 eV

Geometry as ORCA input:
```
! RIJCOSX wB97M-V def2-TZVPD def2/J DEFGRID3
* xyz 1 1
C 1.60275 2.20596 0.67160
C 0.23561 1.48224 0.70386
C 0.07538 0.41998 -0.39814
C -0.44996 -0.92653 0.08930
N -1.94003 -0.91265 0.09870
C -0.09456 -2.02861 -0.90537
O -0.92480 -2.52556 -1.61543
O 1.19967 -2.28998 -0.88870
H 1.48846 3.22039 1.03919
H 2.03007 2.16765 -0.32625
H 2.30307 1.74095 1.36957
H -0.53211 2.25147 0.70110
H 0.14284 1.01836 1.69327
H -0.58495 0.79510 -1.17019
H 1.02301 0.33258 -0.90609
H -0.03709 -1.20795 1.05274
H -2.28153 0.04911 0.16781
H -2.39419 -1.41600 0.86315
H -2.28063 -1.33215 -0.78048
H 1.41900 -3.04436 -1.45964
*
```

Atomic partial charges in e from the Mulliken method, atoms 1 to 4: -1.21 -0.35 -1.42 0.05

***

Record 12
DFT (ωB97M-V/def2-TZVPD) results for 2 unconnected molecules or ions with the total composition C5H12NO2 at a distorted geometry.

Computed properties:
* HOMO level: -14.5 eV
* HOMO-LUMO gap: 10.52 eV
* E_tot: -402.6736 Ha
* M: 118.16 g mol⁻¹
* relative energy (zero: lowest compared OMol25 entry of this formula, charge and spin): 1.3116 eV

Geometry as ORCA input:
```
! RIJCOSX wB97M-V def2-TZVPD def2/J DEFGRID3
* xyz 1 1
C -0.86224 2.05611 0.35546
C -0.87457 0.94051 -0.62889
C 2.67142 -0.71182 -0.18193
C -1.43080 -0.51277 1.14693
C -0.82218 -1.34599 -1.10763
N -1.11272 -0.29403 -0.25715
O 1.83014 0.15072 -0.34174
O 3.73339 -0.63733 0.47026
H -0.69557 1.75213 1.43804
H -1.75845 2.73074 0.36630
H -0.69642 1.25036 -1.70631
H -0.65624 -0.09107 1.77447
H -2.39600 -0.20925 1.43104
H -1.38181 -1.59553 1.23234
H 0.18852 -1.56809 -0.90097
H -1.47304 -2.15951 -1.03906
H -0.83876 -1.03265 -2.17143
H 2.49329 -1.72220 -0.58846
H -0.00476 2.73080 0.05284
H 4.08680 0.26886 0.65588
*
```

Atomic partial charges in e from the Mulliken method, atoms 1 to 4: -1.17 0.39 0.25 -1.11